Record 1
101
Properties=species:S:1:pos:R:3:forces:R:3 method="wB97M-V/def2-TZVPD" gap_ev=9.87 e_lumo_ev=-0.306 homo_ha=-0.374
C -4.63763 1.76864 3.40268 0.9 0.8 2.3
C -4.11984 1.96422 2.04702 -1.6 1.4 -2.0
C -4.79803 3.17746 1.35641 -0.5 -0.1 -0.3
O -3.81636 4.19562 1.36750 1.1 1.5 0.6
C -2.58241 3.70581 1.65204 -3.6 -3.0 -0.6
O -1.53432 4.19841 1.62703 1.9 1.8 0.1
O -2.73585 2.35478 1.86339 -0.3 -1.1 0.9
H -4.58880 2.69979 3.96584 0.1 0.2 0.2
H -4.06207 1.05274 3.95714 0.2 -0.5 0.2
H -5.65849 1.44516 3.49000 -0.5 -0.2 -0.7
H -4.48980 1.09398 1.50807 1.4 -0.3 -0.6
H -5.72978 3.57912 1.85376 1.0 -0.6 -0.6
H -4.94173 2.94272 0.29193 -0.5 0.1 0.3
C 5.11137 1.42873 -4.94893 1.0 0.4 0.0
C 4.27421 0.52368 -5.77200 0.9 -1.4 -0.7
C 4.15427 -0.91537 -5.27640 0.1 0.5 2.1
O 2.79159 -0.93465 -4.78671 0.2 -0.5 0.2
C 2.11926 0.17706 -5.15569 -0.3 -0.2 1.1
O 0.99479 0.41882 -4.79464 1.1 -0.1 -0.7
O 2.93313 0.96583 -5.87165 -0.6 0.7 -0.3
H 6.11798 1.01481 -4.77043 -0.3 0.0 -0.5
H 4.73168 1.57321 -3.96191 -0.6 0.3 0.7
H 5.20638 2.38269 -5.46800 0.1 0.1 0.3
H 4.72250 0.42314 -6.75474 -0.3 0.6 -0.4
H 4.88253 -1.13383 -4.41848 -1.2 0.3 -1.1
H 4.28746 -1.64779 -6.04416 -0.1 -0.5 -0.4
C 3.93807 -3.45528 -2.06349 1.2 0.0 -0.4
C 2.77480 -4.27391 -2.43078 -1.5 -1.4 -0.3
C 1.73990 -3.59103 -3.33894 0.2 -1.0 0.8
O 2.10444 -4.01142 -4.62068 0.6 -0.7 -1.5
C 2.77843 -5.19948 -4.54604 0.4 -0.8 -1.6
O 2.98851 -5.95202 -5.48861 -0.5 1.9 2.1
O 3.20244 -5.39003 -3.28694 -0.2 0.0 0.1
H 3.61055 -2.60919 -1.49470 -0.1 0.4 0.5
H 4.38900 -3.08207 -2.99204 0.1 0.0 0.2
H 4.68466 -4.05251 -1.51706 -0.3 0.3 -0.1
H 2.26974 -4.73986 -1.57287 0.3 0.2 -0.2
H 1.73473 -2.54631 -3.23967 0.4 1.4 -0.2
H 0.72429 -3.90632 -3.19098 -0.5 -0.4 0.5
C 1.74455 -3.09013 2.50726 -0.4 -1.7 -0.3
C 0.68477 -2.27709 3.11392 -1.6 0.2 1.0
C -0.51961 -3.04400 3.71940 0.1 0.6 0.6
O -0.31033 -2.91867 5.12508 1.2 0.4 1.0
C 0.73561 -2.05692 5.39869 -1.3 0.2 -0.1
O 1.01401 -1.67130 6.49899 0.1 -0.5 -0.8
O 1.25167 -1.59833 4.24420 0.2 -0.1 1.0
H 2.50926 -2.41878 2.21863 1.2 0.3 -0.4
H 1.35011 -3.60566 1.61825 0.3 0.1 0.2
H 2.09444 -3.86375 3.24027 -0.1 0.7 -0.6
H 0.25582 -1.45612 2.56649 0.3 0.1 -1.1
H -0.57868 -4.10554 3.53908 0.1 -0.3 -0.6
H -1.48284 -2.56888 3.50984 0.2 -0.1 -0.2
C -2.09435 -0.10727 5.17955 1.1 -1.0 -0.8
C -1.45946 1.06485 4.51017 -0.1 0.8 -1.8
C -0.32888 1.72345 5.28610 1.0 -1.2 -0.9
O 0.71890 1.93708 4.27099 -0.3 0.6 1.0
C 0.45869 1.23500 3.16918 -2.3 0.2 2.3
O 1.16135 1.14372 2.24003 1.4 -0.4 -2.0
O -0.77137 0.66592 3.28648 0.4 -0.8 -0.3
H -2.61643 0.19890 6.03589 -1.1 0.6 1.1
H -1.35558 -0.81265 5.57355 0.0 0.2 -0.3
H -2.72900 -0.64227 4.47756 -0.2 0.0 0.1
H -2.23527 1.73888 4.05860 0.8 -0.2 1.2
H 0.09626 0.95924 5.97027 -0.3 0.8 0.0
H -0.59191 2.66385 5.73400 0.1 0.3 0.3
C -1.71865 -4.12153 -0.77322 0.2 -0.8 1.0
C -1.93429 -2.80997 -0.08704 -0.7 -1.1 0.8
C -2.97945 -1.81806 -0.68380 0.6 -0.4 2.9
O -3.36158 -1.24706 0.61415 -1.1 1.1 0.0
C -3.30069 -2.14836 1.64413 -0.7 1.2 -1.9
O -3.78802 -1.96362 2.70881 -0.2 0.2 0.9
O -2.69973 -3.20698 1.20431 2.1 -0.9 -1.2
H -2.66681 -4.55078 -1.08838 0.0 0.0 -0.3
H -1.21705 -4.87875 -0.09452 -0.5 1.0 -0.7
H -1.05250 -3.91070 -1.57885 0.4 -0.2 -0.9
H -0.93974 -2.40361 0.22601 -1.1 0.2 -0.3
H -3.85317 -2.31304 -1.13905 0.5 0.1 0.1
H -2.64877 -0.94580 -1.22103 0.5 -0.2 -0.5
C -0.42551 1.97599 -0.54231 1.4 -0.8 0.2
C 0.48784 1.02857 -1.42891 -1.5 1.6 1.3
C 1.98206 1.11164 -1.12397 -0.7 1.5 0.8
O 2.34623 -0.23062 -0.94215 1.8 0.3 -0.1
C 1.29344 -0.98202 -0.88666 -0.7 -3.4 -0.5
O 1.36259 -2.19750 -0.74370 -0.4 1.3 0.3
O 0.16410 -0.34489 -1.14732 0.0 0.1 0.3
H -1.35395 2.21046 -1.03487 -0.3 0.1 -0.4
H 0.11529 2.91955 -0.28656 -0.5 -0.7 -0.2
H -0.69110 1.43261 0.38570 0.4 0.4 -0.4
H 0.24810 1.17837 -2.45472 0.1 0.1 -0.9
H 2.14040 1.63759 -0.16696 0.1 -0.1 -0.4
H 2.53428 1.61611 -1.91795 0.2 -0.4 0.0
C -4.31150 6.44833 -2.78897 0.8 -1.4 -0.4
Br -5.93848 5.39922 -2.76139 0.0 0.4 0.2
Br -2.81040 5.22186 -2.27567 -0.5 0.7 0.0
Br -4.33436 8.04097 -1.73186 -0.1 -0.4 -0.4
H -4.08859 6.58243 -3.85470 -0.2 0.6 0.6
C 2.20492 6.26162 -0.33411 -0.9 -0.4 -0.7
Br 0.34601 5.97017 0.29792 1.2 0.2 -0.6
Br 2.54618 5.39418 -2.12712 -0.4 0.5 1.1
Br 3.41298 5.57436 0.95482 0.2 0.0 0.1
H 2.35661 7.33039 -0.48879 0.0 -0.4 0.1

---

Record 2
88
Properties=species:S:1:pos:R:3:forces:R:3 method="wB97M-V/def2-TZVPD" gap_ev=7.54 e_lumo_ev=-4.875 charge=+2 homo_ha=-0.456
Sc 0.54396 -0.03484 1.30997 -0.2 1.5 -1.8
O -1.77347 4.33640 5.92384 0.1 0.1 0.2
C -1.38042 3.49598 4.97725 0.1 -0.3 -0.4
C -2.21850 2.95525 3.99785 -0.1 0.1 0.1
C -1.68017 2.11988 3.04819 0.0 0.0 -0.1
N -0.38253 1.78518 2.97905 0.4 0.0 0.0
C 0.38121 2.28271 3.95083 0.0 0.0 -0.2
Br 2.19920 1.75815 3.91582 0.0 0.2 0.3
C -0.03569 3.11795 4.95736 -0.1 0.2 0.2
H -2.71250 4.55041 5.87049 -0.1 0.0 -0.1
H -3.27548 3.18854 3.97924 0.0 0.0 0.0
H -2.31370 1.67633 2.29171 0.0 0.0 0.0
H 0.63869 3.48817 5.71538 0.0 0.0 0.0
C -2.17514 3.50367 0.10833 0.1 -0.1 0.1
Sb -1.29545 1.64974 -0.57926 -0.6 0.6 -0.5
C -0.59853 2.61326 -2.38173 0.0 -0.2 0.2
C -3.18670 0.87277 -1.37156 0.3 -0.1 0.2
C -3.02664 0.13619 -2.66443 0.0 0.0 -0.1
C -2.94606 0.88375 -3.84234 0.0 0.0 0.0
C -2.72923 0.28742 -5.07177 0.0 0.0 0.0
C -2.59344 -1.09129 -5.14701 0.0 0.0 0.0
C -2.73111 -1.84944 -3.99774 0.0 0.0 0.0
C -2.96704 -1.26507 -2.75074 0.0 0.1 -0.1
C -3.18035 -2.15955 -1.57644 0.3 0.2 0.2
Sb -1.39946 -2.42907 -0.34822 -0.4 -0.9 -0.4
C -2.26429 -4.17591 0.58591 0.1 0.2 0.0
C -0.29635 -3.57060 -1.82041 -0.1 0.2 0.2
H -2.67043 3.97747 -0.73729 0.0 -0.1 -0.1
H -1.40797 4.18347 0.48058 0.0 0.0 0.0
H -2.91027 3.34214 0.89373 0.0 0.0 0.0
H -1.26340 3.44709 -2.59511 0.0 0.0 0.0
H -0.61913 1.92088 -3.21916 0.0 0.0 0.0
H 0.41435 2.98944 -2.23900 0.0 0.0 0.0
H -3.80588 1.75841 -1.50925 0.0 0.0 0.1
H -3.61930 0.26216 -0.58015 -0.1 0.0 0.0
H -3.07579 1.95871 -3.78920 0.0 0.0 0.0
H -2.67839 0.89129 -5.96809 0.0 0.0 0.0
H -2.41471 -1.57173 -6.09965 0.0 0.0 0.0
H -2.68980 -2.93079 -4.06466 0.0 0.0 0.0
H -3.45293 -3.16347 -1.89832 0.0 0.0 0.0
H -3.96174 -1.79045 -0.91121 0.0 0.0 0.0
H -2.29903 -4.97924 -0.14825 0.0 0.0 0.0
H -3.27985 -3.94396 0.90402 0.0 0.0 0.0
H -1.68829 -4.50625 1.44712 0.0 0.0 0.0
H -0.95285 -4.35230 -2.19802 0.0 0.0 0.0
H 0.57340 -4.02766 -1.34813 0.0 0.0 0.0
H 0.02004 -2.93689 -2.64850 0.0 0.0 0.0
C 3.36052 -2.12821 -3.15645 -0.1 0.0 -0.2
N 2.75057 -1.78274 -1.86861 0.1 0.0 0.1
C 3.28922 -2.50175 -0.72100 -0.1 0.0 0.0
C 1.72873 -0.94622 -1.75466 0.0 0.1 -0.1
C 1.21015 -0.25456 -2.97797 -0.1 0.0 0.0
O 1.16148 -0.70159 -0.65650 0.6 -0.2 0.3
H 4.17167 -2.82560 -2.97192 0.0 0.0 0.0
H 3.77239 -1.25452 -3.65862 0.0 0.0 0.0
H 2.64089 -2.62186 -3.80947 0.0 0.0 0.0
H 3.08145 -3.56827 -0.82056 0.0 0.0 0.0
H 2.83122 -2.13474 0.18693 0.0 0.0 0.1
H 4.36950 -2.35853 -0.68137 0.0 0.0 0.0
H 1.64761 -0.60061 -3.90682 0.0 0.0 0.0
H 1.40221 0.81509 -2.88007 0.0 0.0 0.0
H 0.12663 -0.39311 -3.01890 0.0 0.0 0.0
Cl 2.00831 5.40887 -0.61130 0.0 0.0 0.0
C 2.58101 3.81934 -0.30807 0.1 -0.1 0.0
C 3.82877 3.40473 -0.74876 -0.1 0.0 0.0
C 4.21146 2.10062 -0.47782 0.0 0.0 0.0
C 3.34273 1.26752 0.20406 0.0 0.0 0.0
N 2.13581 1.66317 0.62518 0.0 0.0 0.0
C 1.78016 2.92543 0.38612 -0.1 0.1 0.1
H 4.47809 4.08871 -1.27826 0.0 0.0 0.0
H 5.17905 1.73524 -0.79218 0.0 0.0 0.0
H 3.61936 0.24902 0.44104 0.0 0.0 -0.1
H 0.82491 3.25860 0.77632 0.0 0.0 0.0
N 4.00630 -1.08217 3.68837 0.1 0.1 0.1
C 2.87865 -1.49707 3.12549 0.1 -0.2 0.0
O 2.40584 -0.88303 2.15002 -0.2 -0.2 0.1
C 2.27014 -2.73714 3.74595 -0.2 0.1 -0.4
I 1.60727 -4.10691 2.25419 -0.1 0.0 0.1
H 4.42298 -0.21469 3.38717 0.0 0.0 -0.1
H 4.39558 -1.53436 4.49881 0.0 -0.1 0.0
H 1.39614 -2.45676 4.33149 0.0 0.0 -0.1
H 2.97721 -3.27477 4.36902 0.0 0.1 0.0
C -2.55216 -1.34382 2.90214 0.2 0.0 -0.2
C -1.35446 -0.76987 2.21774 0.7 0.3 0.0
O -0.22505 -1.05878 2.72070 -0.8 -1.7 2.1
H -2.28945 -2.20004 3.52536 0.0 0.0 0.0
H -3.33351 -1.60341 2.18847 0.0 0.0 0.0
H -2.95818 -0.55552 3.54377 0.0 0.0 0.0

---

Per-record ΔE to the lowest compared entry with this formula, charge and spin, kcal per mole: 21.1; 22.4